Molecular formula: C18H48AlF3N7O12P2S2
Method: DFT, wB97M-V/def2-TZVPD

```
93
Properties=species:S:1:pos:R:3:mulliken_charge:R:1
Al 0.34 3.06 1.41 0.995
N 3.15 1.34 -2.80 -0.223
S 3.24 1.60 -4.35 1.095
O 2.74 0.61 -5.31 -0.502
O 4.40 2.37 -4.81 -0.508
F 2.01 2.69 -4.38 -0.298
S 4.19 0.00 -2.91 1.076
O 5.58 0.35 -3.14 -0.502
O 3.63 -1.23 -3.53 -0.514
F 4.09 -0.37 -1.33 -0.261
F 0.13 1.53 6.02 -0.477
O -0.68 -3.19 2.35 -0.772
P -0.56 -4.57 2.95 0.505
N -0.69 -5.84 1.74 0.224
C -1.97 -6.16 1.20 -0.926
C 0.45 -5.98 0.88 -1.001
N -1.71 -4.92 4.19 0.233
C -2.08 -3.74 4.99 -0.925
C -1.74 -6.12 4.99 -1.116
N 0.92 -4.90 3.70 0.317
C 1.69 -3.93 4.43 -0.944
C 1.28 -6.31 4.08 -1.131
H -2.07 -6.71 0.26 0.383
H -2.64 -5.31 1.29 0.288
H -2.31 -6.90 1.92 0.322
H 0.15 -6.47 -0.05 0.433
H 1.16 -6.58 1.46 0.284
H 0.85 -5.03 0.54 0.315
H -3.00 -3.84 5.56 0.331
H -1.29 -3.63 5.73 0.344
H -2.15 -2.89 4.30 0.319
H -1.30 -5.94 5.97 0.350
H -2.79 -6.40 5.06 0.320
H -1.21 -6.95 4.50 0.438
H 1.81 -2.99 3.88 0.340
H 1.23 -3.67 5.38 0.294
H 2.75 -4.18 4.46 0.360
H 2.35 -6.46 4.17 0.376
H 0.92 -7.08 3.40 0.374
H 0.75 -6.58 4.99 0.319
O -4.06 0.85 -2.69 -0.844
P -5.13 0.18 -3.47 0.565
N -5.75 1.09 -4.78 0.213
C -6.66 2.21 -4.57 -1.013
C -4.78 1.45 -5.79 -0.983
N -6.48 -0.38 -2.42 0.244
C -7.81 -0.77 -2.91 -1.039
C -6.26 -0.74 -1.05 -1.009
N -4.63 -1.34 -4.19 0.264
C -3.24 -1.78 -4.15 -1.004
C -5.51 -2.14 -5.05 -1.079
H -7.40 1.91 -3.82 0.295
H -7.28 2.45 -5.43 0.352
H -6.08 3.10 -4.34 0.384
H -5.28 1.98 -6.60 0.353
H -4.26 0.55 -6.13 0.254
H -4.07 2.22 -5.48 0.359
H -8.03 -1.83 -2.79 0.331
H -8.62 -0.11 -2.58 0.339
H -7.74 -0.62 -3.98 0.339
H -7.03 -0.39 -0.36 0.321
H -6.19 -1.83 -1.00 0.367
H -5.26 -0.41 -0.76 0.294
H -2.73 -1.63 -5.10 0.337
H -2.74 -1.35 -3.29 0.296
H -3.27 -2.87 -4.23 0.409
H -5.02 -2.46 -5.97 0.423
H -6.37 -1.56 -5.39 0.377
H -5.95 -3.03 -4.62 0.318
C 6.19 2.66 6.71 -0.647
O 7.08 2.97 5.69 -0.292
C 6.66 2.99 4.46 0.857
O 5.52 2.81 3.99 -0.622
O 7.70 3.35 3.72 -0.304
C 7.57 3.23 2.26 -0.686
H 5.21 3.10 6.53 0.321
H 6.60 2.97 7.67 0.222
H 6.01 1.58 6.70 0.284
H 8.01 2.28 1.98 0.286
H 8.05 4.05 1.73 0.261
H 6.58 3.08 1.84 0.319
C 4.93 8.68 -3.01 -0.630
O 4.89 9.42 -1.73 -0.337
C 4.63 8.76 -0.60 0.801
O 4.02 7.73 -0.54 -0.561
O 5.02 9.47 0.48 -0.322
C 5.55 10.74 0.46 -0.588
H 5.80 8.04 -3.14 0.293
H 4.81 9.43 -3.80 0.230
H 4.08 7.99 -3.04 0.315
H 4.80 11.51 0.25 0.273
H 6.35 10.80 -0.28 0.294
H 5.99 10.98 1.43 0.234
```

The spin multiplicity is 1. The energy comes out at -109423.9137 eV. Its largest force on an atom is 0.1390 Eh/bohr. As for the HOMO energy: -10.6 eV. Its net charge is +1. The HOMO-LUMO gap is 1.38 eV. For the molar mass, the calculation gives 764.68 g mol⁻¹. For the energy relative to the best compared isomer or geometry (same formula, charge and spin), the calculation gives 201.32 kcal/mol.